Molecular formula: H9O5
Method: DFT, ωB97M-V with the def2-TZVPD basis set

Last column: natural (NBO) charge in e.
Element x y z (Å)
1 O -0.00749 -0.74690 0.77928  -1.210
2 H -0.84853 -0.94983 1.05123  0.447
3 O 1.35585 -2.86731 0.18876  -1.015
4 H 2.00510 -2.25664 -0.25637  0.443
5 H 0.70786 -2.17555 0.48341  0.507
6 O -1.56616 -0.21759 -1.21578  -1.054
7 H -1.24209 -0.97811 -1.78593  0.457
8 H -0.83392 -0.30604 -0.44069  0.503
9 O 1.30209 1.33396 1.03547  -1.026
10 H 2.20293 1.37494 1.33788  0.443
11 H 1.04787 0.37129 0.76187  0.522
12 O -1.20434 2.60715 -0.76604  -0.986
13 H -0.65637 2.33959 -0.12203  0.469
14 H -1.42241 1.70590 -1.20289  0.500

HOMO (eV): -5.39
Gap between HOMO and LUMO (hartree): 0.3507
Relative energy (zero: lowest compared OMol25 entry of this formula, charge and spin) (kJ/mol): 77.0
Charge: -1



Molecular formula: H12O6
Method: DFT, ωB97M-V with the def2-TZVPD basis set

Last column: natural (NBO) charge in e.
Element x y z (Å)
1 O 2.83706 -7.66494 1.83177  -0.948
2 H 3.63801 -7.14403 1.98127  0.475
3 H 2.79344 -7.96863 0.92480  0.473
4 O -6.18495 1.83502 0.10936  -0.972
5 H -6.88888 1.79896 -0.55867  0.490
6 H -5.44615 1.38237 -0.31812  0.492
7 O -3.75120 3.19949 0.99348  -0.965
8 H -3.63924 4.14914 1.04434  0.476
9 H -4.68703 2.94922 1.08683  0.485
10 O -7.56670 1.49963 2.71083  -0.952
11 H -6.88903 1.70027 2.04824  0.482
12 H -7.80310 0.59019 2.50167  0.464
13 O -4.93503 -0.69100 2.43213  -0.939
14 H -4.91064 0.25868 2.59601  0.470
15 H -5.53487 -1.01087 3.11417  0.468
16 O 19.98033 1.93699 -7.56884  -0.933
17 H 19.50774 1.77508 -6.73193  0.467
18 H 19.48025 1.40443 -8.19734  0.466

SMILES: O.O.O.O.O.O
HOMO (eV): -11.33
Gap between HOMO and LUMO (hartree): 0.4296
Relative energy (zero: lowest compared OMol25 entry of this formula, charge and spin) (kJ/mol): 154.5



Molecular formula: C3H20O7
Method: DFT, ωB97M-V with the def2-TZVPD basis set

Last column: natural (NBO) charge in e.
Element x y z (Å)
1 O 2.87669 -0.05754 0.43669  -0.939
2 H 3.14978 -0.40095 -0.41403  0.464
3 H 3.25282 -0.66574 1.07296  0.479
4 O -0.96429 -0.16291 -4.63396  -0.737
5 H -0.45074 -0.01274 -3.84028  0.468
6 H -0.81839 0.61944 -5.16582  0.490
7 O 0.57242 -2.02041 -3.13446  -0.341
8 H 0.72631 -2.61741 -2.40224  0.513
9 H 0.68704 -1.14694 -2.76011  0.497
10 O 0.52277 0.33318 -1.98087  -0.987
11 H -0.01383 1.08329 -1.72469  0.544
12 H 0.95600 0.06061 -1.17200  0.506
13 O 1.22511 -2.69755 -0.64289  -0.982
14 H 2.10584 -2.94268 -0.35928  0.499
15 H 0.68619 -2.78739 0.14307  0.506
16 O -1.23891 2.25018 -0.82571  -0.992
17 H -1.22286 1.86419 0.05007  0.496
18 H -2.04194 2.77080 -0.84383  0.497
19 C -0.43837 0.59150 3.52815  -0.650
20 C -0.56701 0.77054 2.06033  0.086
21 C -1.50921 -0.29071 1.33827  -0.630
22 O -1.13876 2.05842 1.82588  -0.744
23 H 0.05423 -0.37387 3.64435  0.217
24 H -1.31630 0.59264 4.17416  0.233
25 H 0.24449 1.32818 3.95135  0.215
26 H 0.42946 0.82247 1.62162  0.167
27 H -2.47102 -0.15533 1.83292  0.239
28 H -1.06269 -1.28248 1.40964  0.195
29 H -1.50132 -0.08307 0.26825  0.203
30 H -0.73351 2.55229 2.54246  0.486

HOMO (spin up / spin down) (eV): -13.40 / -13.40
Gap between HOMO and LUMO (spin up / spin down) (hartree): 0.3700 / 0.1132
<S²>: 0.756
Relative energy (zero: lowest compared OMol25 entry of this formula, charge and spin) (kJ/mol): 0.3
Spin multiplicity: 2
Charge: +1



DFT total energy values, unit Eh, following the record order: -381.633519 -458.613619 -652.571874.